63
Properties=species:S:1:pos:R:3 method="wB97M-V/def2-TZVPD" homo_lumo_gap_ev="2.0 / 5.6" de_lowest_ev=1.763 e_homo_ev="1.60 / -2.09" charge=-2 spin_multiplicity=2
N 3.718 0.577 3.281
H 1.261 2.869 4.818
Cl 2.265 1.377 -4.574
C 2.750 1.442 3.798
H 0.111 -2.600 3.118
Si -1.052 -1.742 1.101
H -2.016 -1.590 -3.343
C -2.565 -4.620 -1.256
C -1.480 2.618 -1.886
Si -0.822 -2.088 -1.221
H -3.939 -6.053 1.492
Cl 3.241 2.400 -1.414
H -1.508 0.578 1.844
C -0.518 4.492 -3.585
C -1.939 -3.530 -0.655
C 2.923 1.973 5.104
C -1.903 4.377 -3.443
C 0.521 2.278 2.799
H -1.833 1.871 -1.186
C -3.282 -5.517 -0.485
H -0.965 -0.246 -2.897
N -2.774 5.180 -4.182
C -3.377 -5.340 0.899
H 1.175 -2.726 1.713
H -2.431 -0.596 2.793
C 0.302 3.658 -2.855
C -2.038 -3.347 0.746
H 1.148 -2.174 -2.778
H 0.638 -3.792 -2.287
C 3.328 0.197 2.042
H -3.684 5.299 -3.768
H -2.493 -4.777 -2.328
H 3.508 -1.379 0.623
H 4.698 -0.104 0.423
H -2.840 -4.138 2.586
H -0.087 5.221 -4.258
Cl 4.294 -0.641 -2.724
Ge 2.344 0.512 -2.438
C -2.759 -4.263 1.511
C -2.387 3.405 -2.568
H 4.864 -1.262 1.755
C 4.148 -0.685 1.167
H -2.379 6.056 -4.485
N 2.176 0.711 1.711
H 0.925 -1.157 2.481
O 3.913 1.714 5.816
H 1.598 -2.785 -1.200
O -0.256 2.205 1.771
Na 1.007 1.948 0.162
H -3.450 3.268 -2.413
C 0.796 -2.770 -1.937
H -2.526 -0.459 -2.088
H -2.982 -0.155 1.173
C -2.098 -0.344 1.782
H 1.378 3.729 -2.939
H 4.555 0.352 3.788
O 0.245 2.981 3.815
C 1.764 1.513 2.794
H -3.771 -6.365 -0.952
N -0.154 2.728 -2.017
C -1.667 -0.984 -2.504
C 0.437 -2.094 2.206
O 1.944 2.793 5.551



57
Properties=species:S:1:pos:R:3 method="wB97M-V/def2-TZVPD" homo_lumo_gap_ev=8.7 de_lowest_ev=0.122 smiles="CCCCn1c(CN2CCN(c3cccc(Cl)c3)CC2)nc2c1c(=O)[nH]c(=O)n2C" e_homo_ev=-8.18 charge=0 spin_multiplicity=1
H -1.710 0.451 0.035
H 3.854 -3.245 3.495
C -5.099 4.597 1.215
C 0.122 -0.447 -3.572
H 0.586 0.538 -3.659
H 0.251 1.272 2.241
H 1.650 -1.370 -4.803
C -3.221 4.029 -0.197
N 2.249 -1.607 -0.636
O 2.981 -6.270 1.850
C 1.965 -1.171 -1.979
N 2.572 -1.609 1.567
C -4.620 3.709 2.165
H -5.159 3.582 3.091
H 1.076 3.068 0.824
O 2.244 -4.322 -2.179
C 0.457 -1.044 -2.206
H -2.126 0.803 1.724
N 2.602 -5.218 -0.118
N 2.797 -4.003 1.870
H 2.384 -1.916 -2.656
H 2.448 -0.205 -2.146
C -2.731 3.139 0.764
C 0.798 2.459 -0.053
H 0.070 -0.354 1.541
N 0.890 1.040 0.236
H -0.960 -0.308 -3.627
H 0.184 -0.935 -5.672
C 0.567 -1.328 -4.734
H -2.720 4.160 -1.142
C -0.630 2.813 -0.472
H 2.620 -6.136 -0.548
C 3.006 -3.899 3.297
C -1.441 1.055 0.918
C 2.807 -5.233 1.252
H 1.480 2.697 -0.873
H 2.119 -3.480 3.772
H 2.602 0.958 1.506
C -3.459 2.996 1.953
C -0.012 0.713 1.327
H -3.099 2.338 2.728
H 3.199 -4.900 3.678
H -0.676 3.888 -0.651
C 2.393 -2.920 -0.252
C 2.393 -4.148 -0.987
C 2.597 -2.883 1.122
H 0.194 -2.341 -4.606
H -6.002 5.160 1.381
C 2.253 0.615 0.519
C -4.381 4.742 0.043
H 0.053 -0.402 -1.421
C 2.358 -0.869 0.490
N -1.535 2.463 0.597
H -0.874 2.277 -1.403
H 2.908 1.039 -0.249
H 0.005 -2.034 -2.120
Cl -4.950 5.833 -1.176



83
Properties=species:S:1:pos:R:3 method="wB97M-V/def2-TZVPD" homo_lumo_gap_ev="6.7 / 7.7" de_lowest_ev=1.939 e_homo_ev="-5.78 / -6.85" charge=-1 spin_multiplicity=5
H -3.769 -10.980 -8.692
O -7.699 -10.516 -17.354
O -7.878 -3.164 -10.611
H -1.022 -8.222 -10.138
O -8.630 -13.066 -8.792
O -6.540 -5.379 -14.353
H -10.412 -7.488 -9.169
P -6.583 -8.714 -10.397
H -6.432 -8.623 -14.405
H -9.711 -11.592 -13.823
O -9.070 -10.616 -15.570
H -1.842 -7.050 -8.959
H -9.235 -9.729 -10.572
O -3.612 -8.526 -7.572
O -8.732 -4.931 -14.644
O -2.682 -10.839 -11.059
H -6.484 -7.713 -15.790
O -7.460 -8.292 -9.171
H -9.113 -9.982 -13.600
O -12.606 -8.236 -12.606
H -7.011 -11.765 -8.508
C -3.197 -9.649 -11.614
H -7.151 -11.517 -11.185
C -3.330 -11.546 -7.868
O -6.173 -3.963 -11.750
O -1.254 -9.057 -8.414
C -7.146 -2.996 -11.704
H -7.085 -5.706 -11.498
H -4.137 -11.966 -7.272
C -6.635 -7.598 -14.710
O -8.645 -12.955 -10.984
C -10.241 -9.339 -10.433
C -10.218 -7.825 -10.184
H -3.125 -7.681 -4.735
C -7.394 -12.408 -10.610
H -2.530 -8.931 -12.095
F -6.497 -3.780 -8.880
C -9.376 -13.287 -9.942
F -4.518 -6.462 -14.537
F -7.522 -12.746 -13.881
H -5.730 -5.518 -10.419
O -10.514 -13.662 -9.978
O -7.192 -2.062 -12.456
H -2.774 -12.314 -8.406
C -7.803 -12.038 -9.205
O -5.744 -9.742 -9.590
H -8.251 -4.604 -9.308
O -6.992 -11.137 -15.325
F -10.909 -10.011 -9.437
O -2.733 -13.021 -11.466
O -7.911 -7.083 -14.498
H -2.839 -9.294 -4.237
O -7.213 -9.288 -11.653
H -6.938 -10.940 -13.254
P -2.307 -9.184 -7.266
C -5.729 -6.513 -14.042
H -9.202 -7.500 -10.406
C -7.913 -10.761 -16.199
C -7.347 -4.229 -9.788
C -7.819 -5.697 -14.518
C -6.555 -4.977 -10.881
O -3.709 -11.473 -12.850
O -2.462 -10.774 -7.006
C -11.691 -8.351 -11.819
H -3.675 -9.037 -10.846
C -7.514 -11.406 -14.051
O -11.227 -7.423 -11.092
C -8.947 -10.898 -14.169
H -0.175 -7.407 -8.756
H -5.820 -6.753 -12.979
O -11.081 -9.525 -11.554
C -2.344 -8.445 -4.708
O -5.406 -7.667 -10.307
Cr -5.609 -8.243 -8.325
H -8.282 -11.051 -9.163
C -4.268 -10.217 -12.517
F -4.343 -9.385 -13.580
H -5.213 -10.289 -11.981
F -6.306 -13.202 -10.472
H -1.671 -8.000 -3.974
O -1.585 -8.704 -5.889
C -1.109 -7.839 -9.123
C -3.047 -11.885 -11.745



59
Properties=species:S:1:pos:R:3 method="wB97M-V/def2-TZVPD" homo_lumo_gap_ev="5.7 / 5.8" e_homo_ev="-12.98 / -12.98" charge=+2 spin_multiplicity=2
C -1.022 0.879 -3.017
S 1.079 2.939 3.455
C 1.529 1.104 -1.523
C -1.772 0.953 1.552
N -0.584 -1.941 -0.276
H -0.454 -1.939 2.461
C -1.871 -1.608 -3.755
C -1.197 -1.389 -2.568
H 1.647 0.655 -2.503
S 2.948 2.361 1.251
N 1.411 -1.334 1.770
C -1.666 0.732 -4.229
N 0.399 1.945 -1.383
C -2.107 -0.531 -4.595
H -6.561 0.562 3.830
H -4.644 1.376 5.159
H 1.917 -1.571 -0.234
H 0.130 -2.933 -1.975
H 0.839 -3.429 0.115
H -1.373 2.767 -2.091
C -3.073 0.872 2.195
C 3.696 3.028 2.766
H 1.581 -0.754 2.581
H -6.263 -0.039 1.442
H -1.489 -1.653 0.099
C -5.419 0.304 2.025
C -5.585 0.647 3.370
Cr 0.093 0.241 -0.390
C 2.640 3.863 3.456
H 2.674 -0.161 0.667
H -4.031 0.171 0.409
O -1.643 0.520 0.319
N -0.726 1.414 2.186
C -4.525 1.101 4.120
C -3.258 1.227 3.545
C 1.872 -0.880 0.604
C -0.014 -2.968 0.616
H 4.556 3.622 2.462
H 2.439 1.500 -1.103
C -0.533 2.197 -2.491
H -0.055 2.787 -3.273
C -4.177 0.418 1.452
N -0.797 -0.165 -2.206
H -2.197 -2.606 -4.017
H -1.826 1.589 -4.869
H 2.905 4.052 4.495
C 0.404 -2.375 1.941
H -0.739 -3.763 0.799
H 4.029 2.197 3.384
H -2.629 -0.675 -5.532
C -0.807 -2.488 -1.626
H -1.554 -3.285 -1.619
H 0.548 2.763 -0.806
N 0.432 1.396 1.394
H 0.808 -3.161 2.580
H 2.486 4.815 2.951
O -2.275 1.682 4.332
H -1.456 1.755 3.816
C 1.359 2.131 1.942



| no. | calculated total energy (Ha) |
| --- | --- |
| 1 | -5535.5427 |
| 2 | -1755.7206 |
| 3 | -5099.4029 |
| 4 | -3135.7464 |